Entry 1:
{"formula": "C21H18Co2N2O6S2", "method": "ωB97M-V with the def2-TZVPD basis set", "species": ["C", "N", "C", "C", "N", "C", "S", "S", "C", "C", "H", "H", "H", "H", "H", "H", "H", "H", "H", "H", "H", "O", "C", "Co", "C", "O", "C", "O", "C", "C", "C", "C", "C", "C", "C", "C", "C", "Co", "C", "O", "C", "O", "C", "O", "H", "H", "H", "H", "H", "H", "H"], "coordinates": [[4.6990, -4.3816, 1.4509], [3.6148, -3.4286, 1.5087], [3.7637, -2.5584, 2.6514], [2.5767, -1.6576, 2.8188], [2.2474, -0.9589, 1.5961], [1.2976, 0.0464, 1.7639], [0.9772, 1.0069, 3.0686], [0.3988, 0.8070, 0.4626], [2.1234, -1.8131, 0.3916], [3.3174, -2.7649, 0.2588], [4.4905, -5.1269, 0.6843], [5.6481, -3.9172, 1.1667], [4.7787, -4.8408, 2.4454], [3.8300, -3.2365, 3.5028], [4.6964, -1.9577, 2.5983], [1.7277, -2.2362, 3.1593], [2.8047, -0.9020, 3.5509], [1.2084, -2.4298, 0.4161], [2.0523, -1.1978, -0.5266], [4.1938, -2.2049, -0.1426], [3.0985, -3.5529, -0.4831], [-1.6310, 4.3015, -5.5005], [-1.9952, 3.9366, -4.4650], [-2.7528, 3.4144, -2.9587], [-4.3199, 4.1968, -3.0296], [-5.3608, 4.6942, -3.1574], [-2.9624, 1.7177, -3.2712], [-3.1983, 0.5980, -3.4390], [-2.1825, 3.5001, -1.0170], [-1.4825, 2.5440, -0.3969], [-1.3603, 1.5196, 0.6407], [-2.3151, 0.3205, 0.5900], [-3.5697, 0.3788, 1.2130], [-4.3134, -0.8125, 1.3996], [-3.8146, -2.0551, 0.9678], [-2.6072, -2.0836, 0.2848], [-1.9057, -0.8960, 0.0253], [-0.4656, 3.2247, -1.7288], [0.3582, 3.6954, -3.1855], [1.0588, 3.9452, -4.0754], [-0.2463, 1.5921, -2.3562], [-0.0418, 0.5504, -2.8150], [0.7374, 4.0897, -0.7742], [1.5024, 4.8261, -0.3058], [-2.5853, 4.4689, -0.6302], [-1.3646, 1.9839, 1.6277], [-3.9330, 1.3547, 1.5475], [-5.2612, -0.7559, 1.9358], [-4.3475, -2.9780, 1.1717], [-2.1623, -3.0282, -0.0150], [-1.0227, -0.9383, -0.6257]], "forces_ev_per_a": [[-0.5, 0.2, -0.2], [-0.2, -0.4, 0.1], [0.3, -0.1, -0.4], [0.3, 0.1, 0.0], [-1.5, 0.5, -0.9], [-0.8, 1.7, -0.2], [0.7, -0.8, 2.3], [1.6, -0.8, -2.9], [-0.1, -0.2, -0.4], [0.4, 0.3, -0.2], [-0.1, -0.2, 0.1], [0.4, 0.2, 0.2], [0.2, -0.1, -0.4], [0.1, 0.3, 0.3], [-0.1, -0.1, 0.0], [-0.4, -0.2, 0.2], [-0.1, 0.2, 0.4], [0.1, 0.3, 0.3], [0.0, -0.1, 0.7], [-0.1, -0.1, 0.3], [-0.1, 0.4, 0.2], [0.2, 0.0, -0.5], [-0.6, 0.6, 0.2], [-0.3, 0.0, -2.0], [1.3, 0.1, 1.1], [-0.8, 0.1, -0.4], [-0.3, -0.2, 0.9], [-0.1, -0.5, -0.4], [-1.5, 0.8, 2.1], [-2.2, -0.6, 1.1], [0.0, 0.4, 0.8], [0.0, -0.3, 0.0], [0.1, -0.8, 0.0], [0.4, 0.4, -0.2], [-0.1, 0.8, 0.4], [0.2, 0.6, -0.2], [-0.3, -0.5, -0.1], [4.4, -1.5, -2.9], [0.4, 1.8, -0.9], [-0.3, -0.5, 0.4], [0.2, -1.0, -0.6], [-0.2, 0.3, 0.3], [0.4, 1.4, 0.6], [-0.1, -0.5, 0.0], [-0.4, -1.1, 0.2], [-0.2, -0.3, 0.5], [0.0, -0.4, 0.1], [0.1, -0.1, -0.2], [0.0, 0.1, 0.0], [-0.2, 0.1, -0.2], [-0.4, 0.1, 0.6]], "mulliken_charge": [-1.089, -0.003, -0.759, -0.810, 0.100, 0.209, -0.434, -0.379, -0.333, -0.829, 0.313, 0.380, 0.333, 0.412, 0.333, 0.325, 0.471, 0.193, 0.323, 0.351, 0.411, -0.418, 0.053, -0.290, 0.104, -0.477, 0.212, -0.450, 0.137, -0.302, 0.099, 0.288, -0.375, -0.535, -0.388, -0.927, 0.060, 0.182, 0.501, -0.461, -0.016, -0.466, -0.369, -0.483, 0.264, 0.707, 0.394, 0.334, 0.366, 0.341, 0.395], "total_charge": -2, "fmax_ev_per_a": 5.5, "lumo_ev": 3.9, "homo_ev": 1.1, "gap_ha": 0.10016, "spin_multiplicity": 1, "e_above_lowest_kcal_mol": 79.5}

***

Entry 2:
{"formula": "C21H18F2O6", "method": "ωB97M-V with the def2-TZVPD basis set", "species": ["C", "O", "C", "C", "C", "C", "O", "O", "C", "C", "C", "C", "O", "O", "C", "C", "C", "C", "C", "C", "C", "C", "C", "C", "C", "O", "C", "F", "F", "H", "H", "H", "H", "H", "H", "H", "H", "H", "H", "H", "H", "H", "H", "H", "H", "H", "H"], "coordinates": [[2.2634, 2.0524, -1.2090], [3.3780, 1.3108, -0.7703], [3.2146, -0.0041, -0.5104], [2.0279, -0.7091, -0.6634], [1.9694, -2.0653, -0.3531], [0.6889, -2.8055, -0.4828], [0.4348, -3.8443, 0.0688], [-0.1601, -2.1670, -1.3063], [-1.4960, -2.6597, -1.3866], [-2.3756, -1.9307, -0.4027], [-3.0955, -2.6041, 0.5172], [-3.9234, -1.9235, 1.4993], [-4.6184, -2.4648, 2.3207], [-3.8908, -0.5583, 1.4831], [-3.1713, 0.1499, 0.5802], [-3.2217, 1.5475, 0.6766], [-4.0355, 2.1958, 1.7525], [-2.5056, 2.3105, -0.2415], [-2.5313, 3.8036, -0.1618], [-1.7685, 1.6762, -1.2426], [-1.7197, 0.3064, -1.3356], [-2.4092, -0.4883, -0.4132], [3.0913, -2.7339, 0.1193], [4.2825, -2.0452, 0.2668], [4.3443, -0.7011, -0.0472], [5.5557, 0.0044, 0.0742], [5.8504, 0.4631, 1.2925], [4.8691, 1.2293, 1.8282], [6.0315, -0.5357, 2.2003], [1.8899, 1.6803, -2.1680], [1.4558, 2.0380, -0.4706], [2.6238, 3.0722, -1.3315], [1.1332, -0.2146, -1.0024], [-1.8283, -2.4784, -2.4129], [-1.5025, -3.7332, -1.1754], [-3.0878, -3.6805, 0.5788], [-4.5213, 1.4436, 2.3652], [-3.4014, 2.8122, 2.3882], [-4.7971, 2.8405, 1.3159], [-1.9246, 4.2442, -0.9483], [-3.5511, 4.1731, -0.2601], [-2.1526, 4.1410, 0.8021], [-1.2293, 2.2792, -1.9590], [-1.1483, -0.1623, -2.1199], [3.0181, -3.7805, 0.3668], [5.1680, -2.5405, 0.6329], [6.7760, 1.0567, 1.2454]], "forces_ev_per_a": [[-0.2, 0.1, 0.0], [0.3, -0.2, 0.1], [0.2, -0.2, 0.1], [0.1, 0.1, 0.0], [0.3, 0.1, 0.1], [0.1, -0.3, 0.2], [0.0, 0.1, -0.1], [0.0, 0.2, -0.2], [-0.3, -0.4, 0.1], [-0.1, -0.4, 0.3], [0.3, 0.1, -0.4], [-0.4, -0.4, 0.3], [0.2, 0.2, -0.3], [-0.1, 0.1, 0.2], [0.6, 0.4, -0.7], [0.0, -0.3, 0.0], [0.0, -0.1, 0.0], [0.0, -0.3, 0.0], [0.0, 0.0, 0.0], [0.0, 0.1, 0.0], [-0.2, -0.1, 0.2], [-0.2, 0.4, 0.3], [-0.3, 0.0, -0.1], [0.1, 0.2, -0.1], [0.0, 0.2, 0.1], [-0.7, -0.6, -0.7], [0.8, 0.8, 1.0], [-0.2, 0.1, -0.2], [0.0, -0.3, -0.1], [0.0, 0.0, 0.0], [0.0, 0.0, 0.0], [-0.1, -0.1, 0.0], [-0.1, 0.1, -0.1], [0.1, 0.0, 0.1], [-0.1, 0.2, -0.1], [0.0, -0.1, 0.0], [-0.1, 0.1, 0.1], [0.0, 0.1, 0.1], [-0.1, 0.1, 0.0], [0.0, 0.1, 0.0], [-0.1, 0.1, 0.0], [0.0, 0.1, 0.1], [0.0, 0.1, -0.1], [0.1, 0.0, -0.1], [0.0, -0.1, 0.0], [0.1, 0.0, 0.0], [-0.3, -0.2, -0.1]], "mulliken_charge": [-0.942, -0.460, 0.708, -0.499, 0.048, 0.355, -0.613, -0.203, -1.300, 1.237, -0.495, -0.046, -0.633, -0.562, -0.092, 0.947, -1.676, 1.611, -1.767, -1.208, -0.781, 0.604, -0.842, -0.385, 0.687, -0.428, 0.374, -0.259, -0.269, 0.367, 0.393, 0.327, 0.413, 0.349, 0.507, 0.452, 0.395, 0.335, 0.321, 0.384, 0.371, 0.353, 0.357, 0.436, 0.468, 0.442, 0.220], "fmax_ev_per_a": 1.5, "lumo_ev": -0.1, "homo_ev": -8.9, "gap_ha": 0.32238, "spin_multiplicity": 1, "smiles": "COc1cc(C(=O)OCc2cc(=O)oc3c(C)c(C)ccc23)ccc1OC(F)F"}